(1)
The following is a quantum chemistry calculation of a molecular structure, C24H26Br2ClCrN7O7P at a distorted geometry, from the Open Molecules 2025 dataset.

The geometry in XYZ format:
```
69
Properties=species:S:1:pos:R:3:forces:R:3:lowdin_spin:R:1
Cr -0.3970 0.8196 -0.2787 -0.4 -0.1 -0.9 0.98
Cl -3.2527 -3.9707 -5.5381 -0.1 -0.2 -0.3 0.00
C -2.6420 -2.8792 -4.3461 0.2 0.0 0.2 0.00
C -3.2442 -1.6234 -4.1931 0.2 -0.3 0.0 0.00
C -2.7820 -0.7470 -3.2517 0.2 0.2 0.4 0.00
C -1.6841 -1.0765 -2.4060 -0.4 -1.2 -0.9 0.00
O -1.2481 -0.2506 -1.5491 0.4 0.9 0.2 -0.01
C -1.0779 -2.3647 -2.5911 -0.6 1.0 0.1 0.00
C 0.0371 -2.7509 -1.7755 0.4 -0.3 0.1 0.00
O 0.5229 -2.1206 -0.8480 0.1 -0.5 -0.3 0.00
C -1.5786 -3.2430 -3.5591 -0.2 0.1 -0.1 0.00
H -4.0727 -1.3627 -4.8320 -0.1 0.1 0.0 0.00
H -3.2432 0.2209 -3.1231 0.0 0.1 0.0 0.00
H 0.4654 -3.7366 -2.0424 0.1 -0.1 0.0 0.00
H -1.1247 -4.2151 -3.6783 0.1 -0.1 0.0 0.00
Br 0.3517 4.3198 -3.8388 0.1 0.1 0.1 0.00
C 0.7599 4.4091 -1.9941 -0.3 -0.9 0.0 0.01
C 1.3821 5.5230 -1.4519 0.2 0.2 0.6 0.00
C 1.6961 5.5537 -0.1108 0.1 0.4 -0.3 0.01
Br 2.5517 7.1093 0.5732 -0.1 -0.1 0.0 0.00
C 1.4259 4.4622 0.7415 -0.1 -0.1 -0.1 0.00
C 1.7360 4.3911 2.1148 -0.2 -0.4 0.0 0.01
C 1.4321 3.2382 2.7977 0.2 0.5 0.0 0.00
C 0.8265 2.1731 2.1342 -0.3 -0.5 -0.4 0.01
N 0.5022 2.1996 0.8498 0.6 0.9 1.3 -0.01
C 0.7955 3.3324 0.1637 0.1 0.5 -0.3 0.00
C 0.4322 3.2930 -1.2157 0.4 1.0 -0.2 0.00
O -0.1322 2.2423 -1.6708 -0.6 -1.1 0.1 0.00
H 1.6200 6.3635 -2.0852 0.0 0.1 0.0 0.00
H 2.2041 5.2269 2.6116 0.0 0.1 0.0 0.00
H 1.6658 3.1449 3.8473 0.0 0.0 0.0 0.00
H 0.6043 1.2560 2.6576 0.0 0.0 0.1 0.00
O -3.0657 -0.1589 0.5184 -0.4 -0.6 -0.1 0.00
N -3.1452 1.0659 0.5756 -0.9 -0.9 0.4 0.00
O -4.1463 1.6458 0.9082 -0.4 0.5 0.0 0.00
O -2.1052 1.7401 0.2997 1.9 0.7 -0.4 0.00
C -2.0557 -2.7066 3.6411 -0.1 -0.1 0.1 0.00
N -1.4235 -3.3431 2.5026 -0.2 -0.3 0.1 0.00
C -0.0401 -3.6290 2.8359 0.1 -0.2 0.0 0.00
N 0.7075 -2.4471 3.2312 0.3 -0.2 0.3 0.00
C 0.0217 -1.8025 4.3368 0.0 -0.1 0.2 0.00
N -1.3699 -1.4949 4.0579 -0.1 0.0 0.4 0.00
C -1.5129 -0.4524 3.0678 0.0 0.4 -0.4 0.00
P -0.7150 -0.8956 1.4141 0.2 -0.5 0.8 0.00
C -1.5520 -2.5677 1.2915 -0.1 0.2 -0.6 0.00
C 0.8947 -1.5490 2.1120 0.0 0.3 -0.3 0.00
H -2.0406 -3.4115 4.4786 -0.1 0.0 -0.1 0.00
H -3.0891 -2.4621 3.3855 0.0 0.0 0.1 0.00
H 0.4500 -4.0875 1.9740 0.0 0.0 0.0 0.00
H -0.0352 -4.3323 3.6755 0.0 0.0 -0.1 0.00
H 0.5453 -0.8779 4.5950 0.0 0.0 0.0 0.00
H 0.0511 -2.4803 5.1952 0.0 0.1 0.0 0.00
H -1.0926 0.4735 3.4750 -0.1 0.0 -0.1 0.00
H -2.5819 -0.2915 2.9003 0.1 0.1 -0.1 0.00
H -1.0957 -3.1359 0.4817 -0.1 0.1 0.0 0.00
H -2.6085 -2.4028 1.0643 0.1 0.0 0.0 0.00
H 1.5348 -0.7178 2.4229 0.0 0.0 -0.1 0.00
H 1.4048 -2.0855 1.3087 0.0 0.2 0.0 0.00
C 4.3608 0.1872 -3.0036 -0.2 0.0 -0.1 0.00
N 3.5450 0.3418 -1.8209 0.1 -0.1 0.2 0.00
C 2.1927 0.3429 -1.7998 0.3 0.1 -0.6 0.00
N 1.5333 0.3752 -2.9749 0.1 -0.2 0.1 0.00
O 1.6162 0.3082 -0.7006 -1.0 0.2 0.8 0.01
H 5.4045 0.1844 -2.7042 0.0 0.0 0.0 0.00
H 4.2048 1.0227 -3.6899 0.1 0.0 0.0 0.00
H 4.1384 -0.7507 -3.5194 0.1 0.0 0.0 0.00
H 3.9833 0.2093 -0.9231 -0.2 0.0 0.0 0.00
H 2.0097 0.6664 -3.8115 0.0 0.0 0.0 0.00
H 0.5442 0.5820 -2.9132 0.1 0.1 0.0 0.00
```
Positions in Å, forces in eV/Å.

Values from the calculation:
HOMO level (alpha / beta)	-7.80 / -7.75	eV
energy above the lowest of the compared OMol25 structures with the same formula, charge and spin	23.6	kcal/mol
spin multiplicity	2
⟨S²⟩	0.8188


(2)
The following is a quantum chemistry calculation of a molecular structure, C24H26ClIrN3 at a distorted geometry, from the Open Molecules 2025 dataset.

The geometry in XYZ format:
```
55
Properties=species:S:1:pos:R:3:forces:R:3:lowdin_spin:R:1
C -0.6811 6.9861 -2.6053 0.2 0.2 0.2 0.56
C -1.2944 6.1865 -3.6606 -0.5 0.0 -0.8 0.10
C -1.4795 7.3513 -1.4290 -0.4 0.4 0.2 0.09
C 0.7810 7.0577 -2.5144 0.7 0.5 -0.2 0.09
Cl -0.9180 3.3503 0.8314 -0.9 4.3 1.4 0.57
H -1.8983 8.3780 -1.4353 0.2 -0.3 0.0 0.03
H -0.8762 7.2350 -0.5346 0.0 0.2 0.4 0.01
H -2.3154 6.6646 -1.3520 -0.4 0.0 0.2 0.01
H -1.6593 6.7573 -4.5440 0.2 -0.2 0.4 0.03
H -2.1560 5.6698 -3.2458 -0.3 -0.2 -0.2 0.01
H -0.5829 5.4457 -4.0165 0.1 -0.2 -0.3 0.01
H 1.2423 7.9846 -2.9336 -0.3 -0.5 0.2 0.03
H 1.2197 6.2131 -3.0442 0.3 0.0 -0.1 0.01
H 1.0758 6.9997 -1.4674 0.3 0.1 0.1 0.01
C -1.7480 -0.7384 -0.4753 1.1 -0.1 -1.4 0.19
C -2.2247 0.2808 0.3711 -0.8 0.9 0.3 0.07
C -2.1584 1.5068 -0.3781 -1.7 -1.1 -1.3 0.07
H -2.6944 0.1833 1.3472 -0.1 -0.1 -0.5 0.00
C -1.3351 1.2484 -1.5493 -0.9 0.3 0.0 0.07
C -1.1331 -0.1591 -1.6096 -0.8 -1.1 0.6 0.16
H -0.5990 -0.7080 -2.3729 0.0 0.1 0.0 0.00
H -1.7823 -1.7753 -0.2665 0.1 -0.7 0.1 0.01
H -2.6570 2.4038 -0.0953 -0.3 0.1 -0.3 0.01
H -1.0528 1.9491 -2.3058 -0.1 0.3 -0.3 0.00
C 1.9777 0.2866 0.0428 0.1 -1.0 1.4 0.13
C 1.5743 -0.0450 1.3667 0.7 -0.4 -1.5 0.16
C 1.0189 1.0903 1.9974 0.8 1.2 0.4 0.07
H 1.5598 -1.0168 1.7887 0.2 -0.2 0.1 0.01
C 1.3878 2.2280 1.1736 2.1 -0.7 0.0 0.10
C 1.8413 1.6960 -0.1283 0.0 1.3 1.0 0.05
H 2.1066 2.2598 -1.0283 0.0 -0.1 0.6 0.00
H 2.3098 -0.4210 -0.7123 0.0 0.2 0.2 0.00
H 0.4633 1.1573 2.9310 0.7 -0.1 0.0 0.00
H 1.3427 3.2432 1.5198 0.1 0.0 -0.4 0.01
Ir -0.2392 1.2640 0.2777 0.5 -1.9 -0.9 1.33
N 3.1111 -9.9848 0.9818 -0.7 1.3 0.1 0.17
C 2.5654 -8.9560 1.0401 0.2 -0.5 0.0 0.02
C 1.8654 -7.6994 1.1284 0.8 -1.0 -0.1 0.18
C 2.5365 -6.5005 0.8357 0.1 1.8 -0.2 0.02
C 1.8679 -5.2829 0.9552 1.7 -1.1 -0.6 0.08
C 0.5335 -5.2820 1.3695 -1.4 1.9 0.6 0.16
C -0.1522 -6.4663 1.6431 0.2 -2.2 0.1 0.08
C 0.5212 -7.6796 1.5164 -1.7 0.8 0.4 0.02
N -0.1341 -4.0666 1.6037 0.0 -1.8 -0.2 0.13
C -1.3435 -3.8626 2.2772 -0.4 0.8 0.2 -0.02
C -1.4946 -2.5023 2.4100 0.5 -1.8 -0.3 0.07
N -0.4180 -1.8767 1.8306 1.7 -1.3 -1.4 0.05
C 0.3630 -2.8264 1.3016 -1.6 2.2 1.6 0.04
H 3.5819 -6.5167 0.5221 -0.3 0.0 0.1 0.00
H 2.3940 -4.3504 0.7539 -0.1 -0.4 0.1 0.00
H -1.1911 -6.4560 1.9558 0.2 -0.1 -0.1 0.00
H 0.0015 -8.6149 1.7246 0.2 0.2 0.0 0.00
H -1.9777 -4.6555 2.6152 0.0 -0.2 0.1 0.00
H -2.3043 -1.9518 2.8628 0.1 -0.1 0.1 0.00
H 1.2582 -2.6827 0.7292 0.1 0.1 0.0 0.00
```
Positions in Å, forces in eV/Å.

Values from the calculation:
HOMO level (alpha / beta)	-9.88 / -14.83	eV
energy above the lowest of the compared OMol25 structures with the same formula, charge and spin	6.0	kcal/mol
spin multiplicity	6
charge	+2
⟨S²⟩	8.8013


(3)
The following is a quantum chemistry calculation of a molecular structure, C24H26ClLaN5O3 at a distorted geometry, from the Open Molecules 2025 dataset.

The geometry in XYZ format:
```
60
Properties=species:S:1:pos:R:3:forces:R:3:nbo_charge:R:1
La 0.3340 0.1857 0.3539 0.1 -1.4 -1.4 2.23
C -2.9086 1.7284 3.4763 0.0 0.0 0.2 -0.70
C -1.9873 0.9156 2.6328 -0.1 -0.7 0.4 0.31
N -1.5256 1.2831 1.5039 -0.6 1.4 -0.2 -0.40
N -1.9092 2.5504 1.0020 0.0 -0.9 0.6 -0.42
C -1.2029 2.8800 -0.0371 0.7 0.1 -0.9 0.59
O -0.1980 2.1871 -0.5566 -1.2 1.0 0.4 -0.88
C -1.5647 4.1455 -0.7356 0.1 -0.2 0.2 -0.08
C -2.4903 5.0320 -0.1900 -0.1 0.0 0.0 -0.17
C -2.8174 6.1944 -0.8673 0.0 0.0 0.0 -0.21
C -2.2275 6.4783 -2.0941 0.0 0.0 0.0 -0.18
C -1.3032 5.5989 -2.6390 0.0 -0.1 0.1 -0.22
C -0.9683 4.4353 -1.9568 0.0 0.2 -0.2 -0.19
C -1.5596 -0.4664 3.1033 -0.3 0.7 -0.3 0.17
C -1.8823 -0.9001 4.3716 0.0 -0.2 0.3 -0.22
C -1.4790 -2.1687 4.7744 -0.1 0.1 0.2 -0.13
C -0.7677 -2.9645 3.9020 0.1 -0.1 -0.2 -0.24
C -0.4810 -2.4538 2.6450 0.0 0.0 0.1 0.07
N -0.8679 -1.2433 2.2511 0.0 0.2 -0.1 -0.53
H -3.2319 2.6113 2.9384 0.0 0.0 -0.1 0.27
H -2.3990 2.0458 4.3911 0.0 0.0 0.0 0.25
H -3.7788 1.1422 3.7783 0.0 0.0 0.0 0.24
H -2.9454 4.8020 0.7638 0.0 0.0 0.0 0.23
H -3.5345 6.8820 -0.4372 0.0 0.0 0.0 0.22
H -2.4875 7.3884 -2.6204 0.0 0.0 0.0 0.22
H -0.8411 5.8220 -3.5921 0.0 0.0 0.0 0.22
H -0.2394 3.7523 -2.3703 0.0 0.0 0.0 0.22
H -2.4365 -0.2601 5.0425 0.0 0.0 0.0 0.24
H -1.7220 -2.5219 5.7686 0.0 0.0 0.0 0.24
H -0.4332 -3.9560 4.1732 0.0 0.0 0.0 0.24
H 0.0892 -3.0366 1.9301 0.0 0.0 0.0 0.20
N 1.8883 0.2151 -1.8554 0.0 0.0 -0.1 -0.89
C 1.3402 0.2559 -3.2283 -0.1 0.2 0.3 -0.22
C 0.4794 -0.9554 -3.5435 0.1 -0.2 -0.1 -0.43
C -0.8709 -1.0512 -2.8480 -0.1 0.1 0.2 -0.22
N -0.7951 -1.5666 -1.4496 0.0 0.0 0.0 -0.89
H 2.4263 1.0602 -1.6867 0.0 0.1 -0.1 0.39
H 2.5568 -0.5419 -1.7568 0.1 -0.1 0.0 0.39
H 2.1380 0.3422 -3.9660 0.0 -0.1 -0.1 0.20
H 0.7373 1.1634 -3.3014 0.0 0.0 0.0 0.21
H 1.0511 -1.8770 -3.3705 0.0 0.0 0.0 0.20
H 0.2843 -0.9406 -4.6178 0.0 0.0 0.0 0.24
H -1.5367 -1.6857 -3.4319 0.0 0.0 -0.1 0.20
H -1.3324 -0.0614 -2.8066 0.0 0.0 0.0 0.21
H -0.3705 -2.4891 -1.4583 0.1 -0.1 -0.1 0.38
H -1.7430 -1.7333 -1.1221 -0.1 0.0 0.0 0.39
Cl 7.2035 -0.0331 5.6821 -0.1 0.0 -0.1 0.03
C 5.8490 -0.0016 4.5969 0.2 0.0 0.2 0.00
C 4.6789 0.6189 5.0098 -0.1 0.0 -0.2 -0.23
C 3.6025 0.6472 4.1379 0.1 0.1 0.2 -0.14
C 3.7006 0.0489 2.8868 -0.1 0.0 0.0 -0.21
C 4.8792 -0.5747 2.4945 0.1 -0.1 0.1 -0.09
C 5.9689 -0.5945 3.3492 -0.1 0.0 -0.1 -0.26
C 2.5304 0.0803 1.9875 -0.1 0.1 0.1 0.79
O 1.5715 0.8870 2.2409 0.7 -0.2 0.4 -0.78
O 2.4675 -0.6940 0.9702 0.7 0.1 0.5 -0.80
H 4.6245 1.0721 5.9898 0.0 0.0 0.0 0.24
H 2.6835 1.1420 4.4214 0.0 0.0 0.0 0.24
H 4.9418 -1.0445 1.5220 0.0 0.0 0.0 0.23
H 6.9003 -1.0624 3.0617 0.0 0.0 0.0 0.24
```
Positions in Å, forces in eV/Å.

Values from the calculation:
HOMO level	-10.96	eV
energy above the lowest of the compared OMol25 structures with the same formula, charge and spin	9.7	kcal/mol
spin multiplicity	1
charge	+1


(4)
The following is a quantum chemistry calculation of C24H26ClN9O3 in the gas phase at a distorted geometry, from the Open Molecules 2025 dataset.

The geometry in XYZ format:
```
63
Properties=species:S:1:pos:R:3:forces:R:3:nbo_charge:R:1
C -5.0160 -3.2183 -0.4741 0.2 0.0 0.3 -0.61
C -4.0285 -2.7730 0.5984 -0.2 -0.1 -0.1 -0.20
N -3.3706 -1.5372 0.2186 0.0 0.0 0.2 -0.46
C -2.3981 -1.6784 -0.8581 0.0 0.3 -0.4 -0.23
C -2.7972 -0.8563 -2.0832 0.2 -0.2 0.1 -0.61
C -2.8642 -0.7629 1.3378 0.1 -0.4 0.1 -0.28
C -2.7435 0.6490 0.9013 0.7 0.4 -0.1 0.23
C -1.6460 1.4645 0.6606 -1.0 -0.6 0.3 -0.06
C -0.2213 1.1561 0.8621 0.4 -0.1 0.1 0.65
O 0.1774 0.1356 1.3782 -0.1 0.0 0.0 -0.58
N 0.5944 2.1454 0.3847 -0.5 0.9 -0.4 -0.44
N 1.9179 1.9856 0.4238 0.7 -0.4 0.2 -0.21
C 2.7159 2.8666 -0.0242 -0.9 0.3 -0.1 0.03
C 4.1406 2.6038 0.0096 0.9 -0.1 0.0 0.01
C 5.0671 3.5120 -0.4939 -0.4 -0.1 0.1 -0.25
C 6.4143 3.1919 -0.4721 0.2 -0.1 0.0 -0.19
C 6.8446 1.9814 0.0344 0.0 -0.1 0.0 -0.25
C 5.9204 1.0639 0.5438 -0.1 0.3 -0.1 0.31
O 6.4270 -0.1103 1.0126 0.1 0.1 -0.1 -0.49
C 5.5284 -1.0456 1.5746 -0.1 -0.2 0.2 -0.10
C 4.5300 -1.6135 0.5920 0.0 0.0 -0.1 0.05
C 4.8786 -1.7778 -0.7418 0.0 0.0 0.1 -0.25
C 3.9623 -2.2888 -1.6436 0.0 0.0 0.0 -0.19
C 2.6955 -2.6553 -1.2258 -0.1 0.0 0.1 -0.24
C 2.3573 -2.5015 0.1096 0.3 0.1 -0.1 -0.01
Cl 0.7889 -2.9662 0.6467 -0.3 -0.2 0.1 0.01
C 3.2597 -1.9780 1.0194 0.1 0.0 -0.1 -0.27
C 4.5754 1.3866 0.5377 0.1 0.0 0.1 -0.31
N -2.0946 2.6410 0.1545 0.4 0.1 0.0 -0.21
N -3.3619 2.6072 0.0656 -0.7 0.7 -0.3 -0.08
N -3.7960 1.4135 0.5102 1.4 -0.6 0.4 -0.18
C -5.1395 1.1232 0.5176 -2.0 0.0 -0.2 0.22
N -5.7030 0.0999 1.0931 1.0 0.2 0.1 -0.08
O -7.0114 0.2080 0.8703 -0.1 -0.3 0.2 -0.12
N -7.3135 1.3160 0.1474 0.1 0.9 -0.6 -0.17
C -6.1786 1.9236 -0.1002 0.1 -1.2 0.7 0.30
N -6.0003 3.0333 -0.8310 -0.1 0.5 -0.4 -0.81
H -5.7405 -2.4289 -0.6536 -0.1 0.1 0.0 0.21
H -5.5444 -4.1077 -0.1405 -0.1 -0.1 0.0 0.21
H -4.5104 -3.4482 -1.4082 0.0 -0.1 -0.1 0.20
H -3.3000 -3.5784 0.7952 0.0 0.0 0.1 0.16
H -4.5852 -2.5849 1.5181 0.1 0.0 0.0 0.20
H -1.4044 -1.3630 -0.5189 0.0 -0.1 0.0 0.20
H -2.3212 -2.7305 -1.1475 0.1 0.0 0.1 0.19
H -3.8054 -1.1138 -2.3963 -0.1 0.0 -0.1 0.21
H -2.1117 -1.0542 -2.9038 0.1 0.0 -0.2 0.21
H -2.7679 0.2093 -1.8680 0.0 0.1 0.0 0.19
H -3.5865 -0.8187 2.1561 0.1 0.0 0.0 0.24
H -1.8783 -1.0999 1.6944 -0.2 0.1 0.0 0.23
H 0.1623 2.9826 -0.0153 0.2 -0.3 0.1 0.39
H 2.3708 3.8136 -0.4568 0.0 -0.1 0.0 0.16
H 4.7362 4.4555 -0.9021 0.0 0.1 0.0 0.21
H 7.1387 3.8924 -0.8602 0.1 0.0 0.0 0.22
H 7.8914 1.7217 0.0462 0.1 0.0 0.0 0.22
H 6.1760 -1.8494 1.9435 -0.1 0.2 0.0 0.21
H 5.0041 -0.6037 2.4321 0.0 0.0 -0.1 0.19
H 5.8670 -1.4933 -1.0700 0.1 0.1 0.0 0.22
H 4.2365 -2.4055 -2.6812 0.0 0.0 -0.1 0.22
H 1.9761 -3.0561 -1.9224 -0.1 0.0 0.0 0.23
H 2.9662 -1.8457 2.0494 -0.1 0.0 0.1 0.23
H 3.8191 0.7196 0.9122 0.0 -0.1 0.0 0.25
H -5.0911 3.4690 -0.7784 -0.2 0.0 0.0 0.43
H -6.8089 3.5733 -1.0809 0.0 0.0 0.0 0.41
```
Positions in Å, forces in eV/Å.

Values from the calculation:
SMILES	CCN(CC)Cc1c(C(=O)N/N=C/c2cccc(OCc3cccc(Cl)c3)c2)nnn1-c1nonc1N
HOMO level	-8.41	eV
energy above the lowest of the compared OMol25 structures with the same formula, charge and spin	139.5	kcal/mol
spin multiplicity	1